(1)
Formula: C18H19F3N4O4S
Source: the OMol25 dataset
Level of theory: wB97M-V/def2-TZVPD

Kohn-Sham gap	8.2	eV
spin multiplicity	1
electronic energy	-52112.9496	eV
energy relative to the best compared isomer or geometry (same formula, charge and spin)	0.555	eV
total charge	0
SMILES	O=C(O)[C@H]1CCCN1C(=O)Nc1sc2c(c1-c1nc(C(F)(F)F)no1)CCCCC2

Each line ends with the Mulliken charge.
Atoms and positions in Å:
O (2.6519, -3.7331, 0.4867)  -0.615
C (2.5810, -2.5008, 0.4558)  0.340
O (2.3486, -1.8569, -0.6754)  -0.411
C (2.6820, -1.7132, 1.7547)  -0.112
C (3.7482, -2.3432, 2.6790)  -0.873
C (4.4129, -1.2456, 3.4507)  -0.589
C (4.3266, -0.0607, 2.4798)  -0.659
N (3.1328, -0.3035, 1.6518)  0.228
C (2.3186, 0.6978, 1.1296)  0.448
O (2.7405, 1.8481, 1.1522)  -0.728
N (1.0123, 0.3743, 0.8536)  0.072
C (0.0199, 1.1300, 0.2140)  0.307
S (0.1185, 2.8501, -0.1272)  -0.266
C (-1.4717, 2.8485, -0.8783)  0.797
C (-2.0105, 1.5892, -0.9048)  -0.166
C (-1.1654, 0.5777, -0.2396)  0.076
C (-1.5381, -0.8132, -0.0727)  0.469
N (-0.8806, -1.6720, 0.6914)  -0.551
C (-1.5171, -2.9048, 0.4905)  0.135
C (-1.0899, -4.1965, 1.0995)  0.790
F (-2.1731, -4.9686, 1.4804)  -0.266
F (-0.3100, -4.0284, 2.1792)  -0.224
F (-0.4040, -4.9190, 0.1897)  -0.236
N (-2.5779, -2.8029, -0.3021)  -0.537
O (-2.5565, -1.4519, -0.7362)  -0.127
C (-3.3960, 1.3876, -1.4667)  -1.176
C (-3.4672, 1.5048, -2.9836)  -0.670
C (-3.4731, 2.9629, -3.4895)  -0.707
C (-2.2387, 3.8193, -3.0731)  -0.554
C (-2.1063, 4.0448, -1.5704)  -1.070
H (2.2187, -2.5753, -1.3388)  0.403
H (1.7319, -1.7831, 2.2944)  0.400
H (4.5158, -2.7827, 2.0597)  0.365
H (3.3448, -3.1144, 3.3154)  0.419
H (3.8877, -1.0574, 4.3750)  0.336
H (5.4369, -1.5887, 3.6705)  0.334
H (4.2687, 0.8797, 3.0679)  0.322
H (5.2113, 0.0378, 1.8052)  0.325
H (0.7109, -0.5795, 1.0230)  0.279
H (-4.0278, 2.2013, -1.0600)  0.343
H (-3.8536, 0.4556, -1.1234)  0.500
H (-4.3899, 1.0273, -3.2955)  0.320
H (-2.6363, 0.9450, -3.4329)  0.400
H (-4.3698, 3.4667, -3.1228)  0.299
H (-3.5434, 2.9518, -4.6031)  0.342
H (-1.2845, 3.4491, -3.4896)  0.363
H (-2.3644, 4.7892, -3.5492)  0.357
H (-1.4931, 4.9072, -1.3610)  0.447
H (-3.0819, 4.2495, -1.1537)  0.318

Atoms 1-2, force components in eV/Å:
O -0.121 2.054 -0.102
C -0.067 -2.799 0.868

(2)
Formula: C21H15ClN4O2PdSe
Source: the OMol25 dataset
Level of theory: wB97M-V/def2-TZVPD

Kohn-Sham gap (spin up / spin down)	4.7 / 3.9	eV
spin multiplicity	5
electronic energy	-113405.5209	eV
energy relative to the best compared isomer or geometry (same formula, charge and spin)	0.408	eV
total charge	+2
⟨S²⟩	6.071

Each line ends with the Mulliken charge.
Atoms and positions in Å:
Pd (-0.0553, -0.4410, 0.7454)  -0.092
Se (1.4966, 1.3648, -6.6600)  0.601
N (2.4772, 1.4464, -5.1914)  -0.769
C (1.7266, 0.9960, -4.2224)  1.082
C (2.1508, 0.9081, -2.8496)  0.055
C (3.4188, 1.3203, -2.4228)  -0.438
C (3.7298, 1.2242, -1.0853)  -0.996
C (2.7666, 0.7274, -0.2168)  -0.179
N (1.5588, 0.3230, -0.6235)  0.013
C (1.2425, 0.3991, -1.9129)  0.151
C (-0.1135, -0.0533, -2.3166)  0.308
N (-0.8914, -0.5377, -1.3618)  -0.082
C (-2.1447, -0.9053, -1.6527)  -0.060
C (-2.6714, -0.8391, -2.9376)  -1.004
C (-1.8703, -0.3604, -3.9495)  -0.442
C (-0.5661, 0.0497, -3.6399)  0.173
C (0.3427, 0.5664, -4.6219)  1.059
N (0.0569, 0.6933, -5.8931)  -0.763
H (4.1237, 1.7117, -3.1458)  0.579
H (4.6933, 1.5320, -0.7051)  0.464
H (2.9590, 0.6576, 0.8456)  0.513
H (-2.7459, -1.2497, -0.8217)  0.452
H (-3.6881, -1.1554, -3.1223)  0.471
H (-2.2258, -0.2838, -4.9698)  0.577
Cl (-3.0736, 1.8944, 3.8082)  -0.138
C (-1.9794, 2.6425, 2.6217)  -0.555
C (-1.2481, 1.5579, 1.8803)  1.168
O (-1.8334, 0.9112, 0.9611)  -0.578
O (-0.0488, 1.2841, 2.1847)  -0.535
H (-1.2773, 3.2792, 3.1492)  0.334
H (-2.5858, 3.2129, 1.9256)  0.336
C (0.7459, -2.5456, 1.4110)  -0.494
C (0.1331, -1.9272, 2.5212)  0.446
C (-1.3017, -1.9254, 2.6661)  0.063
C (-1.8779, -1.4251, 3.7952)  -0.680
C (-1.0835, -0.8666, 4.8242)  -0.487
C (0.3015, -0.8452, 4.7060)  -0.596
C (0.9093, -1.3520, 3.5817)  -0.731
H (0.1589, -3.1971, 0.7774)  0.227
H (1.8182, -2.6863, 1.3988)  0.332
H (-1.9090, -2.4166, 1.9148)  0.446
H (-2.9531, -1.4623, 3.9125)  0.442
H (-1.5587, -0.4633, 5.7076)  0.461
H (0.9047, -0.4265, 5.5003)  0.433
H (1.9878, -1.3376, 3.4838)  0.436

Atoms 1-2, force components in eV/Å:
Pd -0.431 1.063 0.059
Se 0.038 0.083 -0.471

(3)
Formula: C7H6Cl2N2O3SSmY
Source: the OMol25 dataset
Level of theory: wB97M-V/def2-TZVPD

Kohn-Sham gap (spin up / spin down)	2.9 / 4.1	eV
spin multiplicity	6
electronic energy	-71262.9181	eV
energy relative to the best compared isomer or geometry (same formula, charge and spin)	0.000	eV
total charge	+4
⟨S²⟩	8.762

Each line ends with the Mulliken charge.
Atoms and positions in Å:
Sm (-1.8051, -1.1421, -5.0813)  2.040
Y (-0.0172, 0.6469, -0.7539)  1.009
Cl (-0.0780, -1.4647, -3.2133)  -0.333
Cl (-1.5591, 2.3781, -1.5288)  -0.331
C (1.5844, 2.3674, -0.0433)  0.330
C (0.0119, -2.0164, -6.1990)  0.069
C (-0.1982, 0.4562, -5.5056)  0.117
O (2.2721, 3.2231, 0.3235)  0.026
O (1.0740, -2.2841, -6.5924)  0.086
O (0.8111, 1.0295, -5.5783)  0.049
C (-0.1923, -2.0318, 3.1516)  -0.791
N (-0.1509, -0.6184, 2.7723)  0.110
C (0.4975, 0.3939, 3.4696)  -0.115
C (0.3296, 1.5471, 2.7895)  -0.644
N (-0.3816, 1.2190, 1.6224)  -0.172
C (-0.7538, -0.1370, 1.6794)  0.333
S (-1.5495, -1.0465, 0.4712)  -0.264
H (-1.2302, -2.3741, 3.2127)  0.382
H (0.3329, -2.6397, 2.4060)  0.354
H (0.2967, -2.1346, 4.1226)  0.310
H (1.0066, 0.1911, 4.4013)  0.486
H (0.6953, 2.5436, 2.9519)  0.525
H (-0.9965, 1.8935, 1.1218)  0.423

Atoms 1-2, force components in eV/Å:
Sm -3.731 -1.145 2.148
Y -0.604 -0.523 -1.055

(4)
Formula: C54H53IMnN6O2P2S
Source: the OMol25 dataset
Level of theory: wB97M-V/def2-TZVPD

Kohn-Sham gap (spin up / spin down)	6.2 / 7.3	eV
spin multiplicity	5
electronic energy	-138726.2089	eV
energy relative to the best compared isomer or geometry (same formula, charge and spin)	0.333	eV
total charge	+1
⟨S²⟩	6.280

Each line ends with the Mulliken charge.
Atoms and positions in Å:
Mn (-0.5526, -1.4818, 0.5146)  -0.266
I (-2.7070, -3.0481, 1.1499)  0.273
C (-1.5501, -4.6924, 0.5588)  1.012
C (-2.1185, -5.8868, 0.2420)  -0.548
C (-1.2738, -6.9840, -0.0486)  -0.744
C (0.0802, -6.8480, 0.0367)  -1.131
C (0.6762, -5.6120, 0.3960)  0.992
C (2.0716, -5.4751, 0.5821)  -1.260
C (2.5987, -4.2931, 1.0159)  -0.102
C (1.7754, -3.1601, 1.2047)  -0.243
C (0.4402, -3.2355, 0.9459)  0.261
C (-0.1538, -4.4838, 0.6186)  0.659
H (-3.1930, -6.0104, 0.2324)  0.461
H (-1.7140, -7.9361, -0.3107)  0.411
H (0.7273, -7.6947, -0.1553)  0.452
H (2.7097, -6.3313, 0.4029)  0.415
H (3.6595, -4.1951, 1.1895)  0.062
H (2.2319, -2.2266, 1.5097)  0.186
C (6.4356, -4.6145, 2.3642)  -1.473
C (5.8996, -3.3056, 1.8534)  0.501
C (5.2841, -2.3976, 2.7126)  -0.547
C (4.7753, -1.1990, 2.2453)  -0.701
C (4.8881, -0.8618, 0.8983)  0.593
N (4.5172, 0.4550, 0.5334)  0.345
C (4.4745, 1.0540, -0.7011)  -0.416
O (4.8255, 2.2040, -0.8538)  -0.574
N (4.0884, 0.2708, -1.7874)  0.306
C (2.9836, -0.5915, -1.8906)  -0.643
C (2.8564, -1.3566, -3.0430)  -0.390
C (1.7555, -2.1789, -3.2057)  -1.472
C (0.7996, -2.2226, -2.2137)  -1.148
N (0.9071, -1.4816, -1.1075)  1.618
C (1.9661, -0.6858, -0.9394)  -0.592
C (5.4789, -1.7645, 0.0234)  -0.421
C (5.9709, -2.9695, 0.5071)  -0.799
H (6.9045, -4.4938, 3.3402)  0.407
H (7.1739, -5.0317, 1.6808)  0.379
H (5.6352, -5.3503, 2.4772)  0.257
H (5.2092, -2.6268, 3.7687)  0.397
H (4.3216, -0.4967, 2.9357)  0.429
H (4.6795, 1.1456, 1.2521)  0.302
H (4.2936, 0.7729, -2.6408)  0.320
H (3.6200, -1.3017, -3.8089)  0.623
H (1.6430, -2.7924, -4.0876)  0.503
H (-0.0642, -2.8695, -2.2891)  0.795
H (2.0185, -0.1319, -0.0128)  0.535
H (5.6075, -1.5125, -1.0191)  0.494
H (6.4502, -3.6512, -0.1854)  0.365
O (1.2305, 1.5233, 2.8784)  -0.742
C (0.6876, 0.5716, 2.4276)  1.061
N (0.1490, -0.3756, 1.9500)  -0.856
C (3.8009, 4.3237, -3.2381)  -0.580
C (2.5713, 4.9832, -2.6340)  -0.852
N (2.4516, 4.7662, -1.1996)  -0.082
C (1.9625, 3.6533, -0.6406)  0.319
S (1.4039, 2.3426, -1.5485)  -0.078
N (1.8896, 3.6107, 0.7042)  0.772
C (2.3447, 4.6327, 1.6333)  -0.966
C (3.8330, 4.5434, 1.9558)  -1.034
H (3.8786, 4.5840, -4.2943)  0.417
H (3.7275, 3.2415, -3.1455)  -0.122
H (4.7088, 4.6543, -2.7339)  0.310
H (1.6609, 4.6143, -3.1057)  0.320
H (2.6120, 6.0632, -2.7827)  0.473
H (2.8809, 5.4498, -0.6001)  0.242
H (1.6179, 2.7202, 1.0923)  -0.682
H (1.7512, 4.5120, 2.5402)  0.435
H (2.0859, 5.6154, 1.2319)  0.523
H (4.0372, 3.6673, 2.5722)  0.256
H (4.1625, 5.4268, 2.5026)  0.395
H (4.4269, 4.4442, 1.0475)  0.227
C (-3.8968, -0.1481, -0.4305)  -1.826
P (-2.0978, 0.1782, -0.6733)  1.450
C (-2.0664, 1.9873, -0.6048)  0.943
C (-1.4879, 2.6325, 0.4791)  0.147
C (-1.5642, 4.0126, 0.5831)  -0.456
C (-2.1921, 4.7500, -0.4073)  -0.758
C (-2.7692, 4.1081, -1.4954)  -1.098
C (-2.7186, 2.7278, -1.5887)  -0.820
C (-1.8548, -0.2635, -2.4286)  0.773
C (-1.0765, 0.5339, -3.2652)  -0.379
C (-0.8160, 0.1297, -4.5664)  -0.990
C (-1.3194, -1.0726, -5.0430)  -0.573
C (-2.0776, -1.8820, -4.2083)  -0.736
C (-2.3378, -1.4830, -2.9053)  -0.798
P (-4.3977, -0.4638, 1.3223)  0.105
C (-6.2154, -0.5180, 1.1604)  0.498
C (-6.9729, -0.3786, 2.3250)  -0.525
C (-8.3532, -0.4671, 2.2824)  -0.627
C (-9.0000, -0.7058, 1.0761)  -0.493
C (-8.2574, -0.8590, -0.0825)  -0.705
C (-6.8714, -0.7674, -0.0419)  -0.325
C (-4.1481, 1.0859, 2.2389)  0.502
C (-4.8722, 2.2487, 1.9732)  -0.356
C (-4.6901, 3.3730, 2.7578)  -0.839
C (-3.7846, 3.3462, 3.8143)  -0.492
C (-3.0529, 2.2001, 4.0776)  -0.580
C (-3.2380, 1.0691, 3.2913)  -0.401
H (-4.1252, -1.0804, -0.9497)  0.645
H (-4.4592, 0.6618, -0.9024)  1.096
H (-0.9810, 2.0592, 1.2425)  -0.146
H (-1.1236, 4.5096, 1.4357)  0.519
H (-2.2437, 5.8284, -0.3292)  0.503
H (-3.2636, 4.6814, -2.2681)  0.465
H (-3.1784, 2.2325, -2.4359)  0.527
H (-0.6637, 1.4668, -2.8981)  0.332
H (-0.2186, 0.7617, -5.2103)  0.496
H (-1.1244, -1.3772, -6.0626)  0.434
H (-2.4677, -2.8246, -4.5689)  0.429
H (-2.9184, -2.1382, -2.2651)  0.287
H (-6.4781, -0.1894, 3.2707)  0.387
H (-8.9269, -0.3492, 3.1919)  0.408
H (-10.0790, -0.7730, 1.0425)  0.390
H (-8.7544, -1.0459, -1.0253)  0.399
H (-6.3158, -0.8900, -0.9620)  0.337
H (-5.5928, 2.2668, 1.1638)  0.444
H (-5.2562, 4.2717, 2.5517)  0.447
H (-3.6560, 4.2235, 4.4347)  0.424
H (-2.3472, 2.1777, 4.8973)  0.474
H (-2.6787, 0.1646, 3.5015)  0.420

Atoms 1-2, force components in eV/Å:
Mn 0.584 -0.166 -0.092
I -0.088 -0.227 -0.125

(5)
Formula: C3H2AlLiO3
Source: the OMol25 dataset
Level of theory: wB97M-V/def2-TZVPD

Kohn-Sham gap (spin up / spin down)	5.8 / 9.6	eV
spin multiplicity	2
electronic energy	-16048.7408	eV
energy relative to the best compared isomer or geometry (same formula, charge and spin)	1.970	eV
total charge	+3
⟨S²⟩	0.750

Each line ends with the Mulliken charge.
Atoms and positions in Å:
H (-2.0741, -3.2903, -1.3268)  0.590
O (0.2454, -2.4192, 0.5704)  -0.068
C (1.4607, -2.9871, 0.5367)  0.810
C (-0.8150, -3.1986, 0.7183)  0.569
O (2.4604, -2.2609, 0.4488)  -0.118
O (1.5706, -4.2534, 0.5593)  -0.249
C (-1.8087, -3.7439, 0.1923)  -0.768
Al (3.2556, -3.8999, 0.4202)  0.767
H (-2.6997, -4.2999, 0.4590)  0.511
Li (0.1484, -5.5347, 0.5233)  0.956

Atoms 1-2, force components in eV/Å:
H 0.858 -0.838 3.232
O -2.462 -0.612 1.759

What is the formula in the third record? C7H6Cl2N2O3SSmY

Which of these has the highest energy relative to the best compared isomer or geometry (same formula, charge and spin)? C3H2AlLiO3